A cluster of 3 separate species, C18H41FN2O7 in total. Source: OMol25; level of theory: wB97M-V/def2-TZVPD.

multiplicity = 1
orbital gap = 9.20 eV
charge = 0
energy = -39355.448 eV
SMILES = CC(C)=NNCCOCF.COCCOCCOC.COCCOCCOC
LUMO energy = 0.7 eV

Element x y z (Å)
C: -1.68 -1.03 0.15
C: -1.92 -1.80 -1.13
C: -2.45 -3.21 -1.07
N: -1.63 -1.35 -2.28
N: -1.57 0.09 -2.33
C: -0.51 0.49 -3.26
C: 0.87 0.12 -2.71
O: 1.85 -0.18 -3.69
C: 1.60 -1.30 -4.48
F: 0.98 -2.30 -3.77
H: -2.27 -0.12 0.22
H: -0.64 -0.72 0.18
H: -1.90 -1.64 1.03
H: -3.31 -3.27 -1.74
H: -1.69 -3.90 -1.44
H: -2.73 -3.49 -0.06
H: -2.44 0.33 -2.80
H: -0.58 1.58 -3.34
H: -0.68 0.07 -4.26
H: 1.27 0.99 -2.19
H: 0.80 -0.67 -1.95
H: 0.96 -1.06 -5.33
H: 2.57 -1.68 -4.81
C: 7.81 0.00 1.71
O: 7.48 0.00 0.34
C: 8.05 -1.08 -0.38
C: 7.14 -1.55 -1.49
O: 6.02 -2.30 -1.06
C: 4.97 -1.62 -0.38
C: 4.13 -0.72 -1.26
O: 4.83 0.47 -1.61
C: 4.57 0.92 -2.92
H: 8.86 0.28 1.87
H: 7.17 0.73 2.20
H: 7.63 -0.98 2.17
H: 8.27 -1.92 0.29
H: 9.00 -0.74 -0.83
H: 7.72 -2.25 -2.10
H: 6.85 -0.72 -2.14
H: 5.34 -1.07 0.49
H: 4.31 -2.41 -0.02
H: 3.23 -0.44 -0.71
H: 3.83 -1.27 -2.16
H: 4.69 0.11 -3.65
H: 5.31 1.70 -3.14
H: 3.57 1.34 -3.01
C: -7.26 2.96 5.08
O: -6.19 2.85 4.18
C: -4.97 2.44 4.79
C: -4.15 1.59 3.86
O: -4.63 0.27 3.67
C: -5.82 0.08 2.92
C: -5.66 0.32 1.43
O: -5.56 1.70 1.13
C: -4.67 1.98 0.08
H: -7.15 3.83 5.74
H: -8.17 3.08 4.49
H: -7.36 2.05 5.69
H: -5.18 1.88 5.71
H: -4.39 3.34 5.05
H: -3.17 1.46 4.33
H: -3.99 2.10 2.91
H: -6.65 0.66 3.33
H: -6.06 -0.97 3.05
H: -6.55 -0.08 0.93
H: -4.78 -0.22 1.07
H: -3.71 1.49 0.24
H: -4.51 3.06 0.05
H: -5.09 1.65 -0.88


An isolated molecule of C22H31N2O5P. Source: OMol25; level of theory: wB97M-V/def2-TZVPD.

multiplicity = 1
orbital gap = 7.55 eV
charge = 0
energy = -45823.886 eV
SMILES = CCCOP(=O)(OCCC)[C@@H](Nc1ccc(C(C)C)cc1)c1ccc([N+](=O)[O-])cc1
LUMO energy = -0.5 eV

Element x y z (Å)
C: 1.99 1.87 -2.05
C: 0.61 2.43 -1.71
C: -0.50 1.50 -2.17
H: -0.34 1.20 -3.21
H: -1.48 2.00 -2.09
O: -0.54 0.31 -1.40
P: -1.72 0.09 -0.33
O: -2.88 0.94 -0.59
O: -2.01 -1.49 -0.38
C: -3.06 -1.94 -1.23
C: -2.64 -1.93 -2.70
C: -3.72 -2.54 -3.59
H: -4.65 -1.99 -3.49
H: -3.90 -3.58 -3.31
H: -3.41 -2.52 -4.63
H: -2.45 -0.90 -2.99
H: -1.70 -2.49 -2.80
H: -3.29 -2.96 -0.90
H: -3.93 -1.30 -1.09
H: 0.48 3.40 -2.18
H: 0.53 2.55 -0.63
H: 2.10 0.87 -1.64
H: 2.77 2.50 -1.64
H: 2.12 1.82 -3.13
C: -0.99 0.20 1.40
N: 0.24 0.93 1.39
C: 1.43 0.29 1.07
C: 1.47 -0.92 0.38
C: 2.68 -1.47 0.02
C: 3.89 -0.85 0.32
C: 3.84 0.36 1.01
C: 2.64 0.92 1.38
H: 2.63 1.86 1.92
H: 4.76 0.86 1.26
C: 5.21 -1.44 -0.11
C: 5.31 -1.50 -1.63
H: 5.17 -0.51 -2.06
H: 6.28 -1.88 -1.93
H: 4.55 -2.16 -2.04
C: 5.41 -2.83 0.51
H: 5.33 -2.78 1.59
H: 6.39 -3.22 0.25
H: 4.66 -3.53 0.14
H: 6.01 -0.79 0.26
H: 2.68 -2.41 -0.52
H: 0.56 -1.42 0.12
H: 0.33 1.62 2.12
C: -2.08 0.87 2.17
C: -2.23 2.25 2.10
C: -3.27 2.88 2.76
C: -4.17 2.11 3.49
C: -4.04 0.72 3.54
C: -3.00 0.11 2.88
H: -2.89 -0.96 2.92
H: -4.77 0.15 4.10
N: -5.25 2.75 4.18
O: -6.05 2.04 4.77
O: -5.31 3.96 4.14
H: -3.40 3.95 2.72
H: -1.54 2.84 1.51
H: -0.86 -0.83 1.75


An isolated molecule of C19H19BrN2O2S. Source: OMol25; level of theory: wB97M-V/def2-TZVPD.

multiplicity = 1
orbital gap = 7.86 eV
charge = 0
energy = -107964.604 eV
SMILES = CCOCCCNC(=O)c1cc(-c2ccc(Br)s2)nc2ccccc12
LUMO energy = -0.4 eV

Element x y z (Å)
C: -1.38 0.72 -5.23
C: -0.85 -0.45 -6.06
O: 0.18 -1.19 -5.44
C: -0.19 -1.98 -4.34
C: 0.18 -1.33 -3.00
H: -0.35 -0.39 -2.87
H: 1.25 -1.12 -3.01
C: -0.16 -2.26 -1.83
N: 0.16 -1.65 -0.55
C: -0.78 -1.06 0.22
O: -1.96 -1.07 -0.04
C: -0.22 -0.37 1.43
C: -0.50 0.95 1.61
C: 0.04 1.63 2.74
N: 0.80 1.03 3.63
C: 1.06 -0.28 3.49
C: 1.85 -0.91 4.48
C: 2.12 -2.25 4.40
C: 1.60 -3.02 3.34
C: 0.84 -2.44 2.36
C: 0.56 -1.06 2.40
H: 0.43 -3.03 1.56
H: 1.81 -4.08 3.30
H: 2.72 -2.73 5.15
H: 2.21 -0.31 5.29
C: -0.21 3.04 2.95
C: 0.23 3.80 4.01
C: -0.19 5.14 3.94
C: -0.94 5.38 2.83
S: -1.16 3.98 1.84
Br: -1.70 7.02 2.33
H: 0.05 5.89 4.67
H: 0.83 3.38 4.79
H: -1.11 1.49 0.90
H: 1.14 -1.51 -0.34
H: -1.23 -2.46 -1.81
H: 0.38 -3.20 -1.92
H: 0.35 -2.93 -4.44
H: -1.27 -2.20 -4.36
H: -1.68 -1.12 -6.34
H: -0.39 -0.07 -6.98
H: -0.56 1.35 -4.90
H: -1.94 0.36 -4.37
H: -2.05 1.31 -5.85


An isolated molecule of C24H31N3O6S. Source: OMol25; level of theory: wB97M-V/def2-TZVPD.

multiplicity = 1
orbital gap = 8.77 eV
charge = 0
energy = -52981.074 eV
SMILES = COc1cc(CCC(=O)Nc2ccc(S(=O)(=O)NC3=NCCCCC3)cc2)cc(OC)c1OC
LUMO energy = 0.4 eV

Element x y z (Å)
C: -0.22 5.58 1.63
H: 0.57 5.85 2.34
O: -0.48 4.20 1.64
C: 0.53 3.34 1.34
C: 1.81 3.73 0.97
C: 2.78 2.78 0.68
C: 2.47 1.43 0.78
C: 1.18 1.02 1.11
C: 0.20 1.98 1.38
O: -1.12 1.64 1.60
C: -1.38 0.91 2.79
H: -2.45 0.69 2.76
H: -0.82 -0.03 2.83
H: -1.16 1.51 3.67
O: 0.77 -0.28 1.16
C: 1.73 -1.31 1.01
H: 1.16 -2.23 1.19
H: 2.53 -1.22 1.75
H: 2.15 -1.31 0.00
H: 3.22 0.70 0.54
C: 4.12 3.20 0.14
H: 4.48 4.09 0.66
H: 4.84 2.39 0.28
C: 4.02 3.51 -1.37
C: 3.28 2.35 -2.02
O: 3.83 1.33 -2.36
N: 1.93 2.56 -2.10
C: 0.93 1.58 -2.09
C: 1.19 0.24 -2.36
C: 0.20 -0.70 -2.16
C: -1.05 -0.30 -1.71
C: -1.34 1.04 -1.51
C: -0.36 1.98 -1.71
H: -0.56 3.02 -1.52
H: -2.33 1.31 -1.17
S: -2.22 -1.55 -1.25
O: -1.94 -2.77 -1.95
O: -3.56 -1.05 -1.30
N: -1.77 -1.74 0.38
C: -1.74 -2.99 0.97
N: -0.74 -3.27 1.70
C: -0.68 -4.53 2.40
C: -0.62 -5.75 1.47
C: -1.99 -6.18 0.94
C: -2.63 -5.15 0.01
H: -1.99 -4.94 -0.84
H: -3.57 -5.57 -0.38
C: -2.96 -3.83 0.71
H: -3.64 -3.24 0.09
H: -3.45 -4.03 1.67
H: -2.65 -6.37 1.78
H: -1.87 -7.11 0.39
H: 0.04 -5.52 0.64
H: -0.19 -6.58 2.03
H: 0.23 -4.49 3.00
H: -1.53 -4.64 3.08
H: -1.00 -1.14 0.65
H: 0.37 -1.75 -2.33
H: 2.17 -0.05 -2.69
H: 1.60 3.46 -1.80
H: 3.49 4.45 -1.53
H: 5.02 3.58 -1.79
H: 2.08 4.78 0.92
H: -1.15 6.06 1.93
H: 0.06 5.94 0.63


An isolated molecule of C9H17N3O4. Source: OMol25; level of theory: wB97M-V/def2-TZVPD.

multiplicity = 1
orbital gap = 9.50 eV
charge = 0
energy = -22268.437 eV
SMILES = CNC(=O)[C@H](NC(=O)CNC(C)=O)[C@@H](C)O
LUMO energy = 0.4 eV

Element x y z (Å)
O: 0.09 -0.78 2.40
O: 0.96 -1.12 -1.77
O: -1.73 1.45 0.60
O: -0.11 3.54 -0.96
C: -0.12 -1.96 2.05
C: 1.21 -0.98 -0.59
C: -1.28 0.93 -0.36
N: -2.11 0.32 -1.12
N: 0.54 -2.56 1.10
N: 1.00 0.21 -0.01
C: -1.23 -2.77 2.75
C: -1.96 0.04 -2.50
C: 1.60 -2.09 0.41
C: 2.15 2.95 -0.51
C: 0.21 1.21 -0.70
C: 0.67 2.63 -0.28
H: -1.03 3.48 -0.62
H: -2.98 -0.02 -0.68
H: 0.28 -3.56 0.90
H: 0.96 0.14 1.05
H: -1.51 -2.22 3.75
H: -0.81 -3.79 2.95
H: -2.05 -2.94 2.13
H: -0.86 0.05 -2.81
H: -2.23 -1.04 -2.64
H: -2.59 0.71 -3.03
H: 2.06 -3.00 0.04
H: 2.14 -1.59 1.16
H: 2.78 2.38 0.17
H: 2.43 3.98 -0.43
H: 2.43 2.48 -1.50
H: 0.49 1.14 -1.71
H: 0.59 2.80 0.76


A structure of composition C11H16Cl3NO2Ru. Source: OMol25; level of theory: wB97M-V/def2-TZVPD.

multiplicity = 5
orbital gap (spin up / spin down) = 5.12 / 6.61 eV
⟨S²⟩ = 6.04
charge = -2
energy = -57401.651 eV
LUMO energy (spin up / spin down) = 5.6 / 5.5 eV

Element x y z (Å)
C: -0.58 0.92 -0.98
C: -1.38 -0.23 -0.93
C: -0.55 -1.36 -0.66
C: -2.84 -0.27 -1.21
C: 0.79 -0.92 -0.56
C: 0.80 0.54 -0.68
C: 1.98 1.32 -1.13
C: -1.02 2.24 -1.46
C: -1.03 -2.76 -0.60
C: 1.99 -1.77 -0.69
Ru: 0.52 0.40 1.56
Cl: -1.96 -0.21 2.11
Cl: -0.25 2.62 1.64
Cl: 0.99 -1.74 2.33
H: -3.30 0.68 -0.93
H: -3.32 -1.08 -0.65
H: -3.02 -0.44 -2.29
H: -1.91 -2.83 0.05
H: -0.25 -3.41 -0.19
H: -1.30 -3.13 -1.59
H: 1.87 -2.71 -0.13
H: 2.87 -1.25 -0.30
H: 2.18 -2.03 -1.75
H: 2.88 0.96 -0.63
H: 1.83 2.37 -0.88
H: 2.10 1.23 -2.22
H: -1.96 2.53 -0.97
H: -1.18 2.24 -2.54
H: -0.27 3.00 -1.22
O: 2.28 1.01 1.65
H: 2.20 1.95 1.91
O: 0.27 0.77 5.84
C: 0.29 0.71 4.65
N: 0.29 0.64 3.46


An isolated molecule of C6H13N. Source: OMol25; level of theory: wB97M-V/def2-TZVPD.

multiplicity = 1
orbital gap = 9.67 eV
charge = 0
energy = -7920.647 eV
SMILES = C=CC[C@H](C)NC
LUMO energy = 1.1 eV

Element x y z (Å)
C: -0.44 -1.49 1.93
N: -0.96 -0.61 0.83
C: -0.16 -0.52 -0.33
C: -0.08 1.01 -0.73
C: 0.60 1.85 0.27
C: 1.72 2.50 -0.11
C: -0.55 -1.47 -1.55
H: 0.58 -1.13 2.22
H: -1.11 -1.31 2.82
H: -0.37 -2.61 1.54
H: -1.92 -0.88 0.65
H: 0.89 -0.77 -0.06
H: 0.37 1.15 -1.79
H: -1.19 1.38 -0.76
H: 0.02 1.97 1.24
H: 2.02 3.31 0.69
H: 2.41 2.49 -0.98
H: -0.73 -0.70 -2.36
H: -1.40 -2.15 -1.51
H: 0.30 -2.01 -2.00


A structure of composition C19H43OP3SSc. Source: OMol25; level of theory: wB97M-V/def2-TZVPD.

multiplicity = 1
orbital gap = 2.83 eV
charge = +3
energy = -81824.268 eV
LUMO energy = -11.8 eV

Element x y z (Å)
Sc: 0.17 0.18 1.34
P: 0.52 -2.01 -0.06
P: 2.73 0.04 2.06
P: -2.25 0.55 0.42
H: 1.82 2.25 0.33
C: 0.74 2.29 0.54
C: 0.27 2.50 1.84
H: 0.94 2.57 2.70
C: 1.21 -1.69 -1.71
C: 1.66 -3.30 0.54
C: -0.95 -3.03 -0.43
C: 3.40 1.48 2.98
C: 3.20 -1.30 3.23
C: 3.99 -0.14 0.75
C: -3.07 2.16 0.72
C: -3.61 -0.62 0.83
C: -2.27 0.51 -1.41
H: 0.12 2.43 -0.35
H: -0.74 2.85 2.04
H: 1.41 -2.64 -2.21
H: 2.13 -1.10 -1.66
H: 0.48 -1.11 -2.28
H: 1.55 -4.17 -0.11
H: 1.39 -3.58 1.56
H: 2.70 -2.96 0.52
H: -0.61 -3.98 -0.84
H: -1.62 -2.54 -1.16
H: -1.51 -3.22 0.49
H: 4.50 1.44 2.94
H: 3.06 1.44 4.02
H: 3.05 2.41 2.52
H: 4.30 -1.33 3.32
H: 2.82 -2.27 2.88
H: 2.75 -1.09 4.21
H: 4.98 -0.05 1.22
H: 3.85 0.66 0.01
H: 3.89 -1.11 0.23
H: -3.92 2.31 0.05
H: -2.36 2.97 0.57
H: -3.43 2.21 1.76
H: -4.54 -0.36 0.30
H: -3.80 -0.57 1.92
H: -3.32 -1.65 0.58
H: -3.26 0.82 -1.79
H: -2.05 -0.49 -1.81
H: -1.51 1.19 -1.79
C: -0.68 0.52 -4.86
C: -0.01 0.40 -6.10
C: 0.05 1.54 -6.91
C: -0.57 2.74 -6.52
C: -1.34 2.79 -5.34
C: -1.48 1.63 -4.58
O: -0.56 -0.37 -3.82
H: 0.03 -1.13 -4.05
H: 0.45 -0.54 -6.43
H: 0.58 1.53 -7.86
H: -0.48 3.65 -7.11
H: -1.86 3.68 -5.02
H: -2.14 1.59 -3.72
C: -0.86 -2.08 4.21
S: -0.34 -0.41 3.76
C: -1.52 0.55 4.75
H: -0.45 -2.80 3.49
H: -1.96 -2.11 4.22
H: -0.47 -2.28 5.22
H: -2.44 -0.04 4.85
H: -1.05 0.70 5.74
H: -1.71 1.51 4.27


A structure of composition C4H7NO2. Source: OMol25; level of theory: wB97M-V/def2-TZVPD.

multiplicity = 1
orbital gap = 9.33 eV
charge = 0
energy = -9841.578 eV
LUMO energy = 0.8 eV

Element x y z (Å)
C: -0.73 0.85 -0.84
C: -1.78 0.23 -0.38
C: 0.73 -0.33 -0.12
C: 1.59 0.49 0.88
N: -1.51 -0.60 0.68
O: -0.16 -1.23 0.55
O: 1.34 -0.83 -1.20
H: -0.43 1.57 -1.54
H: -2.90 0.29 -0.62
H: 1.09 1.08 1.76
H: 2.16 1.14 0.15
H: 2.29 -0.10 1.60
H: -2.22 -1.30 0.74
H: 0.53 -1.27 -1.65